Entry 1:
Here is a molecular structure, C25H20NS4SeTc from the OMol25 dataset. Energies are from ωB97M-V/def2-TZVPD.

## Properties
Highest occupied orbital energy (alpha / beta) in eV: -10.582 / -10.551
⟨S²⟩: 1.17
Frontier orbital gap (alpha / beta) in eV: 5.693 / 5.963

ORCA input file:
```
! wB97M-V def2-TZVPD RIJCOSX def2/J DEFGRID3
* xyz 1 2
Tc -0.11722 -0.31537 -0.08819
S -0.65621 -1.07164 -2.13572
C -1.98969 0.04972 -2.51068
C -2.25296 0.37807 -3.83541
C -3.23818 1.30597 -4.13998
C -3.99403 1.89052 -3.13372
C -3.77419 1.54307 -1.80781
C -2.76534 0.64545 -1.50844
S -2.45496 0.03363 0.13537
C -2.32741 1.45067 1.28229
C -1.18452 1.26719 2.25757
C -1.22013 1.89691 3.48755
C -0.09926 1.84622 4.30241
C 1.03129 1.17536 3.87179
C 1.00079 0.53576 2.64370
C 2.18193 -0.22840 2.11464
S 2.27817 -0.20467 0.28999
C 2.72348 1.50413 0.06583
C 4.03314 1.89205 0.33015
C 4.38920 3.22275 0.21221
C 3.43408 4.15415 -0.18289
C 2.13972 3.76124 -0.46954
C 1.76499 2.42060 -0.35428
S 0.14611 1.92681 -0.81242
N -0.09724 0.57155 1.87431
H -1.66513 -0.07799 -4.62154
H -3.41856 1.57099 -5.17277
H -4.76815 2.60409 -3.37967
H -4.38966 1.96222 -1.02185
H -2.14418 2.34140 0.67756
H -3.26598 1.55902 1.82215
H -2.10490 2.43756 3.79295
H -0.10444 2.34418 5.26261
H 1.92672 1.14332 4.47626
H 3.11568 0.16433 2.51256
H 2.09799 -1.28164 2.38698
H 4.76776 1.14984 0.61868
H 5.40463 3.53194 0.41691
H 3.70608 5.19698 -0.27735
H 1.40635 4.48717 -0.79519
Se -0.07154 -2.43640 1.15807
C 0.00355 -3.95779 -0.00739
C 1.05750 -4.84982 0.15096
C 1.10017 -6.00434 -0.61765
C 0.09002 -6.27320 -1.52825
C -0.96786 -5.38542 -1.67334
C -1.01285 -4.22604 -0.91557
H 1.83968 -4.64394 0.87001
H 1.92372 -6.69592 -0.49995
H 0.12266 -7.17742 -2.12102
H -1.76242 -5.59788 -2.37644
H -1.83840 -3.53695 -1.02639
*
```

Atomic partial charges in e from the Mulliken method, atoms 1 to 6: atom 1 (Tc): 0.3521, atom 2 (S): -0.1258, atom 3 (C): 0.7408, atom 4 (C): -0.7232, atom 5 (C): -0.6337, atom 6 (C): -0.6447

Entry 2:
Here is a molecular structure, C25H21AlN5O2S2Si from the OMol25 dataset. Energies are from ωB97M-V/def2-TZVPD.

## Properties
Highest occupied orbital energy in eV: -11.025
Frontier orbital gap in eV: 7.714

ORCA input file:
```
! wB97M-V def2-TZVPD RIJCOSX def2/J DEFGRID3
* xyz 1 1
Al -1.03214 1.10183 -0.05411
N 2.80845 -0.12365 0.26536
C 2.91645 -0.03292 -1.10388
C 1.66306 0.21160 -1.57072
N 0.79928 0.28217 -0.50653
C 1.52328 0.08031 0.58091
C 0.79362 0.11762 1.83137
N -0.49484 0.40931 1.73343
C -1.00441 0.42405 3.01275
C 0.00003 0.12349 3.87647
N 1.13190 -0.07243 3.10966
H 3.57836 -0.21642 0.90726
H 3.85739 -0.14993 -1.61014
H 1.33270 0.34180 -2.58641
H -2.04408 0.62573 3.21198
H 0.01336 0.02197 4.94649
H 2.05300 -0.26907 3.46419
O -4.19555 3.12389 1.31620
S -4.25158 1.69988 1.30380
O -4.25905 0.97497 2.53901
N -2.99464 1.09394 0.36314
C -3.41988 0.51908 -0.74069
S -2.20141 -0.05400 -1.77691
C -4.88145 0.49823 -0.89610
C -5.64149 -0.02126 -1.92842
C -7.02311 0.09193 -1.83630
C -7.62020 0.70900 -0.74156
C -6.85707 1.23549 0.29703
C -5.49052 1.11228 0.18935
H -5.17014 -0.49867 -2.77732
H -7.64568 -0.30442 -2.62621
H -8.69828 0.78316 -0.69638
H -7.31868 1.72040 1.14618
C 4.04260 2.92909 1.70334
C 2.93660 2.94403 2.54610
C 1.66572 3.13454 2.01904
C 1.46568 3.31196 0.64556
C 2.59224 3.30783 -0.18162
C 3.86686 3.12102 0.33825
Si -0.29174 3.42650 -0.04548
C -0.28501 4.27495 -1.71096
C -0.32009 5.66832 -1.80806
C -0.28288 6.29898 -3.04322
C -0.20664 5.54623 -4.20661
C -0.17425 4.16121 -4.13379
C -0.21778 3.53728 -2.89543
H 5.03810 2.80928 2.11291
H 3.06959 2.84179 3.61710
H 0.81366 3.16492 2.69316
H 2.47432 3.47480 -1.24722
H 4.72731 3.14485 -0.31963
H -1.06677 4.23509 0.93043
H -0.37998 6.26967 -0.90819
H -0.31527 7.37929 -3.09896
H -0.17976 6.03879 -5.16976
H -0.12648 3.57098 -5.04004
H -0.21730 2.45172 -2.85689
*
```

Atomic partial charges in e from the Mulliken method, atoms 1 to 6: atom 1 (Al): -0.6169, atom 2 (N): 0.1379, atom 3 (C): -0.8187, atom 4 (C): -0.2118, atom 5 (N): 0.4923, atom 6 (C): -0.0615

Entry 3:
Here is a molecular structure, C25H21BF3N4O7PbS from the OMol25 dataset. Energies are from ωB97M-V/def2-TZVPD.

## Properties
Highest occupied orbital energy (alpha / beta) in eV: -4.429 / -5.955
⟨S²⟩: 0.75
Frontier orbital gap (alpha / beta) in eV: 2.443 / 3.968

ORCA input file:
```
! wB97M-V def2-TZVPD RIJCOSX def2/J DEFGRID3
* xyz 0 2
Pb 4.51541 -1.32114 -0.26177
O 1.58615 -3.34575 2.18084
C 2.61947 -2.82912 1.77639
O 3.11386 -2.93341 0.59358
C 3.40075 -1.96432 2.76259
C 3.25740 -2.14545 4.12873
C 4.03545 -1.37599 4.97831
C 4.90803 -0.44200 4.44250
C 4.95827 -0.29552 3.06537
N 4.22201 -1.04931 2.25382
C 5.87129 0.74992 2.47155
O 6.86562 1.09630 3.04732
O 5.45279 1.10356 1.26310
H 2.54569 -2.87768 4.48181
H 3.96793 -1.50445 6.05151
H 5.55377 0.17281 5.05333
F -1.74905 -0.74356 2.33955
C -1.46878 -0.46518 1.04466
C -0.16653 -0.47123 0.64123
C 0.15481 -0.23471 -0.69209
C 1.56401 -0.28679 -1.10653
O 2.41957 -0.35875 -0.21076
C 1.80244 -0.22850 -2.51301
C 0.75590 0.03014 -3.33462
N -0.53450 0.20851 -2.93900
C -1.55473 0.45591 -3.92649
C -2.25838 1.78285 -3.92381
C -1.28013 1.44639 -5.00967
C -0.86863 0.01074 -1.61172
C -2.19506 0.05082 -1.16937
C -2.51358 -0.19923 0.15312
N -3.88395 -0.15035 0.54160
C -4.26022 -0.07227 1.95161
C -5.75986 0.29524 2.00625
N -6.11188 0.90365 0.68005
C -6.11706 -0.15680 -0.38415
C -4.83184 -0.98273 -0.18521
C 3.15405 -0.43035 -3.19728
O 3.27238 0.04397 -4.31810
O 3.99921 -1.14345 -2.55728
H 0.62632 -0.69749 1.34362
H 0.95043 0.13042 -4.39391
H -2.13577 -0.42138 -4.19069
H -1.93788 2.50257 -3.18110
H -3.31543 1.80946 -4.15589
H -0.32708 1.95801 -4.99862
H -1.65559 1.21238 -5.99507
H -2.98322 0.29964 -1.86736
H -3.66751 0.69969 2.43441
H -4.10399 -1.00645 2.49451
H -5.97496 1.01175 2.79396
H -6.39744 -0.57545 2.13919
H -5.33141 1.52402 0.44039
H -6.98097 1.43186 0.70313
H -6.14070 0.35105 -1.34611
H -7.01796 -0.75506 -0.27104
H -4.42718 -1.27825 -1.14677
H -5.05462 -1.89972 0.37378
F 5.54664 3.45242 -1.62643
B 5.34488 2.39980 -0.81443
F 4.79976 1.31393 -1.44827
S 6.04859 3.79080 1.50337
C 5.69303 2.40323 0.64136
*
```

Atomic partial charges in e from the Mulliken method, atoms 1 to 6: atom 1 (Pb): 1.2271, atom 2 (O): -0.6965, atom 3 (C): 0.2447, atom 4 (O): -0.6793, atom 5 (C): 0.5681, atom 6 (C): -0.7218

Entry 4:
Here is a molecular structure, C25H21Br3F4 from the OMol25 dataset. Energies are from ωB97M-V/def2-TZVPD.

## Properties
Highest occupied orbital energy in eV: -9.334
Frontier orbital gap in eV: 9.122

ORCA input file:
```
! wB97M-V def2-TZVPD RIJCOSX def2/J DEFGRID3
* xyz 0 1
F -3.93635 -3.47365 0.12820
C -4.15854 -2.93646 1.34102
C -5.49641 -2.70644 1.76066
C -5.73978 -1.96183 2.90579
C -4.68007 -1.40780 3.63051
C -3.35848 -1.62591 3.28059
C -3.12123 -2.44484 2.15336
H -6.28550 -3.05751 1.11221
H -6.76949 -1.85178 3.21237
H -4.85634 -0.87235 4.55171
H -2.56881 -1.36774 3.97065
H -2.13444 -2.61266 1.74781
F 0.72318 11.34066 -2.45970
C 0.37431 10.11114 -2.74784
C -0.97598 9.80709 -2.87881
C -1.32375 8.45163 -3.19686
C -0.30641 7.57511 -3.44120
C 1.00967 7.96732 -3.34577
C 1.34726 9.26101 -3.09449
H -1.78241 10.50126 -2.69388
H -2.36335 8.16319 -3.14751
H -0.49910 6.53062 -3.63693
H 1.79045 7.26289 -3.59186
H 2.35262 9.64823 -3.17003
F 2.20008 -4.81699 -2.30904
C 1.60993 -6.00694 -1.90117
C 2.29952 -7.21265 -1.94321
C 1.74885 -8.44870 -1.56235
C 0.44245 -8.38332 -1.01417
C -0.20896 -7.19025 -0.89172
C 0.38292 -5.99155 -1.30508
H 3.30336 -7.16217 -2.33837
H 2.24820 -9.40622 -1.54814
H 0.06673 -9.29700 -0.57780
H -1.10341 -7.12245 -0.29025
H -0.14394 -5.06224 -1.14630
F 1.79407 0.86814 2.10583
C 2.16653 1.37232 0.89942
C 2.05313 0.64296 -0.28415
C 2.35872 1.29014 -1.48126
C 2.71466 2.62395 -1.51251
C 2.82598 3.31225 -0.33186
C 2.50236 2.70773 0.87236
H 1.66681 -0.36543 -0.30215
H 2.07161 0.79262 -2.39582
H 2.92704 3.11651 -2.44990
H 2.93244 4.38446 -0.25833
H 2.52859 3.33357 1.75215
C 2.20016 -3.47365 5.49458
Br 0.72799 -4.28467 6.52750
Br 2.46395 -4.48239 3.88667
Br 3.89530 -3.63566 6.59152
H 2.08403 -2.40347 5.32329
*
```

Atomic partial charges in e from the Mulliken method, atoms 1 to 6: atom 1 (F): -0.2847, atom 2 (C): 0.2786, atom 3 (C): -0.2979, atom 4 (C): -0.4444, atom 5 (C): -0.2386, atom 6 (C): -0.5490

Entry 5:
Here is a molecular structure, C25H21BrN4O8PbS from the OMol25 dataset. Energies are from ωB97M-V/def2-TZVPD.

## Properties
Highest occupied orbital energy in eV: -2.694
Frontier orbital gap in eV: 6.893

ORCA input file:
```
! wB97M-V def2-TZVPD RIJCOSX def2/J DEFGRID3
* xyz -2 1
Pb 0.29673 0.92898 0.44896
O 0.39468 -1.49650 6.63741
C 0.49034 -1.00316 5.34290
C 1.65295 -0.50310 4.76360
C 1.61945 0.04528 3.48637
N 0.44399 0.18138 2.87484
C -0.67721 -0.26444 3.43419
C -0.73630 -0.83282 4.68515
C -1.97508 0.02682 2.62285
O -3.02943 -0.20952 3.25539
O -1.76489 0.47784 1.48086
C 2.93429 0.46657 2.77104
O 3.94920 0.47452 3.50237
O 2.74418 0.83849 1.58256
H 1.27820 -1.68067 6.95131
H 2.60567 -0.59075 5.30859
H -1.71967 -1.16969 5.07755
C 2.27858 -2.79341 -4.34542
C 0.86414 -3.34628 -4.08205
N 0.40215 -3.23545 -2.68994
C 0.84826 -4.23851 -1.77227
C 2.06641 -3.89038 -0.92821
C -0.34849 -2.15972 -2.31126
S -0.94390 -2.06668 -0.70553
N -0.69893 -1.30348 -3.26924
C -0.62303 0.01942 -3.06074
O 0.11515 0.61080 -2.29839
C -1.35395 0.83831 -4.14207
C -1.73157 2.16727 -3.82168
C -2.41007 2.92921 -4.79663
C -2.58812 2.39129 -6.08410
C -2.21864 1.08236 -6.37574
C -1.60220 0.30560 -5.37655
H 2.49172 -2.96832 -5.45008
H 3.01625 -3.29746 -3.72381
H 2.32062 -1.69184 -4.13905
H 0.87231 -4.43629 -4.34457
H 0.03708 -2.86930 -4.70565
H 1.08678 -5.12861 -2.32285
H 0.01857 -4.44842 -1.13798
H 2.98501 -3.89228 -1.53738
H 2.25542 -4.57317 -0.14975
H 1.99715 -2.83204 -0.54661
H -1.51095 2.52730 -2.83236
H -2.70177 3.91127 -4.61393
H -2.97802 3.01939 -6.95527
H -2.42866 0.77661 -7.42199
H -1.29176 -0.74791 -5.55078
Br 2.65299 4.33387 4.85810
C 0.94246 3.69770 4.31819
C 0.11849 3.14561 5.33070
C -1.19221 2.75688 4.99218
C -1.59589 3.00963 3.64725
C -0.64031 3.49354 2.75609
N 0.62006 3.83950 3.05108
C -1.11789 3.71663 1.32689
O -2.14936 4.34183 1.24554
O -0.44797 3.19167 0.38823
H 0.52133 3.09665 6.36363
H -1.86312 2.29028 5.67234
H -2.58132 2.73777 3.31571
*
```

Atomic partial charges in e from the Mulliken method, atoms 1 to 6: atom 1 (Pb): 1.5126, atom 2 (O): -0.5511, atom 3 (C): 1.0184, atom 4 (C): -0.3810, atom 5 (C): -0.2313, atom 6 (N): 0.0374

Entry 6:
Here is a molecular structure, C25H21Cl2F6N2O7PPdS2 from the OMol25 dataset. Energies are from ωB97M-V/def2-TZVPD.

## Properties
Highest occupied orbital energy (alpha / beta) in eV: -1.071 / -1.524
⟨S²⟩: 2.05
Frontier orbital gap (alpha / beta) in eV: 5.683 / 5.571

ORCA input file:
```
! wB97M-V def2-TZVPD RIJCOSX def2/J DEFGRID3
* xyz -2 3
Pd -0.89921 0.55587 -0.84755
O -2.36104 0.22975 3.66956
C -1.41297 0.38029 2.96466
O -0.53211 0.63332 0.88062
C 1.79968 -0.65485 3.39163
P 0.92547 -0.80376 1.74920
C -0.35156 -2.14823 2.12322
C -1.34393 -2.43096 1.17818
C -2.44120 -3.21252 1.50264
C -2.56619 -3.74942 2.77794
C -1.57660 -3.50592 3.71808
C -0.48692 -2.70771 3.39438
C 1.60936 -1.84477 0.37307
C 2.76759 -2.49014 0.84622
C 3.53669 -3.28364 0.01253
C 3.17029 -3.44264 -1.31808
C 2.01958 -2.82884 -1.78376
C 1.23446 -2.04554 -0.94622
H 0.94891 -0.30082 3.98725
H 0.29151 0.29184 3.13413
H -1.27898 -2.04053 0.16725
H -3.20901 -3.38676 0.75869
H -3.43381 -4.34609 3.03563
H -1.66436 -3.91620 4.71809
H 0.28373 -2.50734 4.12997
H 3.04482 -2.31931 1.88056
H 4.43508 -3.75644 0.39318
H 3.78638 -4.03238 -1.98787
H 1.73003 -2.94378 -2.82183
H 0.34575 -1.57206 -1.35064
F -2.34491 2.99899 0.21511
C -3.62366 2.96365 -0.12926
F -3.81434 3.86156 -1.10838
F -4.34725 3.37066 0.92754
S -4.22924 1.28686 -0.68577
O -3.69572 0.34256 0.25158
O -5.65397 1.47944 -0.70751
N -3.73734 1.14105 -2.17181
S -2.28398 0.99854 -2.78869
O -1.42687 2.17134 -2.70519
O -1.69607 -0.33593 -2.87404
C -2.97795 1.16098 -4.51570
F -3.59684 2.33464 -4.70498
F -2.01906 1.07514 -5.46028
F -3.86641 0.19176 -4.78684
C 2.44323 2.62634 -2.91689
C 1.51965 1.47354 -3.22998
C 1.06251 1.34428 -4.66491
O 1.19945 0.67076 -2.38993
H 2.72021 3.19343 -3.80564
H 3.32809 2.24486 -2.40586
H 1.92374 3.26305 -2.19808
H 1.93272 1.16335 -5.30244
H 0.57563 2.26664 -4.98638
H 0.35912 0.51998 -4.75137
Cl -0.20627 0.64480 2.17050
C 0.45786 1.85170 2.54249
C 1.08157 2.74624 3.31278
C 2.36209 2.08689 3.63889
C 2.73916 0.63090 2.93462
C 2.46621 0.65651 1.35223
Cl 3.97469 0.45007 0.39692
C 1.86351 1.87078 0.82844
N 1.47062 2.71223 0.13605
H 0.76930 3.75217 3.54613
H 3.11625 2.60653 4.22290
H 3.78283 0.36332 3.08302
*
```

Atomic partial charges in e from the Mulliken method, atoms 1 to 6: atom 1 (Pd): 1.0401, atom 2 (O): -0.6513, atom 3 (C): 0.9640, atom 4 (O): -2.0748, atom 5 (C): -2.1436, atom 6 (P): 0.2148

Number 1: DFT total energy -5094.26148 Eh. Number 2: DFT total energy -2717.80360 Eh. Number 3: DFT total energy -2626.54138 Eh. Number 4: DFT total energy -9086.67194 Eh. Number 5: DFT total energy -4951.49014 Eh. Number 6: DFT total energy -4385.59715 Eh.